A cluster of 7 separate species, C7H28N14O7 in total in a non-equilibrium geometry. Source: the OMol25 dataset; level of theory: ωB97M-V with the def2-TZVPD basis set.

Values from the calculation:
**Calculated total energy**: -42908.373 eV
**HOMO energy**: -9.509 eV
**SMILES string**: NC(N)=O.NC(N)=O.NC(N)=O.NC(N)=O.NC(N)=O.NC(N)=O.NC(N)=O
**LUMO energy**: -0.0001 Eh
**HOMO-LUMO gap**: 9.51 eV
**Energy relative to the best compared isomer or geometry (same formula, charge and spin)**: 157.5 kcal per mole

```
56
Properties=species:S:1:pos:R:3:nbo_charge:R:1
N 2.801 4.379 4.428 -0.825
C 1.957 5.181 3.835 0.749
N 2.397 5.485 2.621 -0.829
O 0.951 5.726 4.368 -0.676
H 2.450 3.825 5.196 0.403
H 3.686 4.092 4.033 0.386
H 3.209 5.062 2.194 0.384
H 1.895 6.177 2.083 0.408
N 5.818 -0.648 -3.310 -0.797
C 6.081 -0.509 -2.080 0.728
N 6.890 -1.398 -1.652 -0.803
O 5.569 0.279 -1.309 -0.686
H 6.550 -1.086 -3.851 0.371
H 5.248 -0.026 -3.866 0.410
H 7.377 -1.987 -2.312 0.372
H 7.326 -1.253 -0.753 0.406
N 3.344 -2.422 3.191 -0.839
C 2.781 -3.590 2.899 0.745
N 2.983 -3.963 1.689 -0.811
O 2.198 -4.314 3.687 -0.670
H 3.912 -1.906 2.534 0.381
H 3.584 -2.223 4.151 0.400
H 2.510 -4.805 1.394 0.412
H 3.333 -3.323 0.991 0.381
N -2.708 -0.664 5.769 -0.822
C -3.629 -0.541 4.856 0.750
N -4.615 0.271 5.207 -0.826
O -3.624 -1.043 3.710 -0.689
H -2.896 -0.623 6.760 0.394
H -1.890 -1.187 5.493 0.409
H -5.459 0.245 4.652 0.401
H -4.754 0.700 6.111 0.384
N -2.728 -7.745 -2.882 -0.833
C -2.438 -6.951 -1.827 0.736
N -2.674 -5.779 -2.069 -0.792
O -2.066 -7.407 -0.793 -0.661
H -2.682 -7.273 -3.774 0.358
H -2.253 -8.633 -2.811 0.393
H -2.794 -5.361 -2.981 0.391
H -2.712 -5.177 -1.259 0.408
N -4.609 4.531 -5.583 -0.807
C -4.444 4.384 -6.847 0.741
N -3.312 3.840 -7.122 -0.835
O -5.263 4.697 -7.733 -0.701
H -3.767 4.309 -5.071 0.383
H -5.298 5.213 -5.299 0.411
H -3.191 3.931 -8.121 0.412
H -2.572 3.560 -6.494 0.395
N -0.657 1.372 -0.368 -0.796
C -1.390 2.255 -0.748 0.739
N -2.447 2.326 0.044 -0.855
O -1.213 2.892 -1.772 -0.655
H -1.223 0.846 0.282 0.368
H 0.297 1.585 -0.114 0.412
H -3.033 3.148 0.074 0.403
H -2.806 1.527 0.548 0.385
```